Formula: C9H6N2O4Tb
Source: OMol25
Level of theory: ωB97M-V with the def2-TZVPD basis set

CARTESIAN COORDINATES (ANGSTROEM)
Tb (0.782, -1.340, -1.056)
O (-0.444, -4.645, -1.854)
C (-0.033, -3.592, -1.612)
C (0.940, 0.522, -2.515)
O (1.058, 1.485, -3.140)
C (2.582, -0.805, 0.389)
O (3.441, -0.438, 1.069)
C (2.927, -1.473, -2.332)
O (3.934, -1.417, -2.877)
N (0.734, 2.148, 0.564)
C (-0.366, 1.384, 0.838)
C (-1.435, 1.820, 1.642)
C (-2.510, 0.962, 1.860)
C (-2.529, -0.313, 1.288)
C (-1.457, -0.713, 0.498)
N (-0.395, 0.131, 0.282)
H (1.502, 1.818, -0.021)
H (0.793, 3.081, 0.957)
H (-1.381, 2.822, 2.069)
H (-3.343, 1.285, 2.478)
H (-3.362, -0.998, 1.446)
H (-1.437, -1.723, 0.026)

- expectation value of S² = 12.055
- Kohn-Sham gap (spin up / spin down) (Ha) = 0.171 / 0.196
- charge = +3
- lowest unoccupied orbital energy (spin up / spin down) (eV) = -14.739 / -14.079
- energy relative to the best compared isomer or geometry (same formula, charge and spin) (kJ/mol) = 120.7
- highest occupied orbital energy (spin up / spin down) (eV) = -19.4054 / -19.4218
- 2S+1 = 7

Results of the Mulliken charge analysis, in e, for atoms 1 through 5: atom 1 (Tb): 1.564, atom 2 (O): 0.097, atom 3 (C): 0.117, atom 4 (C): 0.205, atom 5 (O): 0.038